1.
DFT (ωB97M-V/def2-TZVPD) results for a single C18H24N4O3 molecule.

XYZ file:
```
49
Properties=species:S:1:pos:R:3:nbo_charge:R:1
O -3.9357 2.7172 0.6085 -0.618
C 1.2842 2.1067 -0.6908 0.220
H 0.9119 -0.2746 0.9337 0.174
H -3.9182 -2.0681 2.3510 0.214
H 0.7290 -1.0706 -0.6311 0.205
H 1.2417 -2.4808 2.0245 0.198
H 4.1812 -1.0467 -1.3256 0.201
H -2.0851 4.0370 1.5157 0.431
C 3.5144 0.6351 1.7598 -0.631
O -0.8102 0.7344 -2.0124 -0.665
C 3.5309 -0.7970 1.2062 -0.205
C -3.3764 0.7952 -1.2609 -0.263
C 1.2527 -1.1240 0.3244 -0.214
H 2.5466 -1.3032 -1.9566 0.194
H 4.5552 -1.0581 0.9231 0.191
H 1.0016 0.7721 -2.1094 0.446
H -4.3516 1.2477 -1.0731 0.250
C -2.9995 -3.0142 0.6642 -0.222
H -4.1586 0.1111 1.2213 0.227
C 3.1368 -0.7325 -1.2327 -0.199
N -1.7865 3.3696 0.8135 -0.641
C -2.7824 2.5982 0.2672 0.807
C -3.5739 -1.9466 1.3344 -0.208
N 1.7381 1.2678 -1.5932 -0.530
H 1.9980 2.6609 -0.0913 0.231
C -1.0657 1.5381 -1.1170 0.688
C -2.6947 -1.6296 -1.2717 -0.232
C -2.5611 -2.8537 -0.6394 -0.204
H -2.1100 -3.6835 -1.1636 0.212
H 3.2307 -1.4751 2.0094 0.194
H 2.4959 0.9782 1.9236 0.208
H -2.8935 -3.9695 1.1576 0.214
H -0.2429 -2.4780 1.0723 0.219
H -2.3414 -1.4996 -2.2834 0.222
C -0.4226 3.2955 0.5672 0.676
H 3.4367 0.8308 -2.6929 0.202
O 0.3518 3.9993 1.1826 -0.615
H 1.2081 -3.2771 0.4504 0.206
N -2.3726 1.6962 -0.6934 -0.466
H 4.0352 0.6555 2.7138 0.217
C -3.2721 -0.5577 -0.6060 0.048
H 4.0148 1.3318 1.0928 0.191
C -3.7091 -0.7233 0.7029 -0.239
H -3.1890 0.7202 -2.3338 0.229
C -0.0616 2.3275 -0.4459 -0.439
C 3.0768 0.7664 -1.6612 -0.237
N 2.6806 -1.0802 0.0749 -0.472
H 3.7200 1.3760 -1.0257 0.200
C 0.8415 -2.4249 1.0161 -0.615
```

As for the HOMO-LUMO gap: 8.6491 eV. As for the energy above the lowest of the compared OMol25 structures with the same formula, charge and spin: 22.8 kcal/mol. The molar mass comes out at 344.41 g mol⁻¹.


2.
DFT (ωB97M-V/def2-TZVPD) results for a single C18H24N4O3 molecule in a non-equilibrium geometry.

XYZ file:
```
49
Properties=species:S:1:pos:R:3:nbo_charge:R:1
H 6.1097 3.2554 1.9290 0.210
C -1.6719 -2.2651 -1.2782 0.282
H 5.4093 0.8398 2.1328 0.237
C 2.1108 1.9184 1.9273 -0.205
C 1.0350 1.1724 2.7235 -0.231
C -1.1488 -2.4778 -2.7061 -0.109
H -2.6040 0.5703 2.0425 0.178
C -1.3850 -0.1195 -5.5179 -0.248
H 0.3746 1.8874 3.2494 0.206
C -3.6363 0.0345 -6.3643 -0.236
C -3.1903 -1.2021 -4.3465 -0.249
C 0.1661 0.2369 1.8556 -0.216
O -0.9026 -1.2791 -3.4651 -0.498
N -0.8700 -1.9962 -0.1581 -0.503
C -1.6765 -2.0662 0.8804 0.509
H -1.8667 1.4199 3.3873 0.208
C 3.1684 0.4650 3.3659 0.676
C 1.7419 0.3844 3.8431 -0.491
O 4.0509 -0.1473 3.9142 -0.630
H -1.7956 -3.1433 -3.2912 0.212
C -1.1579 -1.8821 2.3014 -0.272
C -2.2836 0.3153 -6.5309 -0.198
H 1.9380 1.9055 0.8375 0.197
H -0.3459 0.1094 -5.5571 0.221
H 5.2050 2.9693 3.4034 0.216
H 1.3917 -0.6815 3.9130 0.246
H 2.1024 2.9606 2.2582 0.185
H -4.3308 0.3600 -7.1165 0.210
H -5.1867 -0.9546 -5.1727 0.222
H 4.4489 3.7644 1.9773 0.199
H -3.5705 -1.7921 -3.4989 0.220
C -2.0925 0.4192 2.9823 -0.421
H -1.9099 0.8751 -7.3715 0.219
N 3.3883 1.3353 2.3166 -0.440
H 4.7247 1.5919 0.7110 0.193
N -2.9296 -2.4916 -0.8994 -0.134
C 5.1378 2.9979 2.3286 -0.612
H 1.6721 0.8772 4.8270 0.236
H -1.8405 -2.3129 3.0318 0.227
C -1.8400 -0.9026 -4.4336 0.278
C -4.1178 -0.7228 -5.2873 -0.210
H 0.8020 -0.5000 1.3889 0.216
N -0.8821 -0.4293 2.6751 -0.440
H -0.2848 0.8140 1.0698 0.181
H -0.2331 -2.4450 2.3592 0.236
O -2.9913 -2.2732 0.4999 -0.292
H -2.7260 -0.0158 3.7520 0.209
C 4.7062 1.6295 1.7972 -0.213
H -0.2131 -3.0091 -2.6861 0.219
```

As for the HOMO-LUMO gap: 9.4731 eV. As for the energy above the lowest of the compared OMol25 structures with the same formula, charge and spin: 121.3 kcal/mol. The molar mass comes out at 344.42 g mol⁻¹.


3.
DFT (ωB97M-V/def2-TZVPD) results for a single C18H24N4O4S2 molecule in a non-equilibrium geometry.

XYZ file:
```
52
Properties=species:S:1:pos:R:3:nbo_charge:R:1
H -0.1683 -3.0083 2.5359 0.219
H 0.1243 0.4318 -4.9703 0.205
C -1.7241 -0.8397 1.7045 -0.333
H 2.8216 6.5872 -3.0845 0.227
H -0.6022 2.3200 2.0684 0.248
C -0.5134 -0.1441 -0.2377 -0.237
H -1.9005 0.5611 3.2935 0.238
H -1.4195 -2.0820 0.0120 0.243
H 2.2451 2.4040 -5.2839 0.163
H -0.6559 1.1742 -2.6343 0.226
O 2.5995 1.4414 -3.4859 -0.524
C 0.2771 1.7144 -2.8093 -0.242
N 0.9749 3.1578 0.4183 -0.264
H 1.7317 6.4047 -1.6774 0.236
C -0.7945 1.3547 1.6285 -0.183
H 2.9630 -0.5677 -5.3195 0.209
C 1.0226 -0.0062 -4.5341 -0.436
C 2.2311 0.2304 -5.4435 -0.427
C -1.5031 0.3859 2.3071 -0.174
C 1.3363 3.6162 -1.6255 0.179
H 0.8394 -1.0627 -4.3527 0.225
O -1.3884 -4.9242 5.0163 -0.524
H 3.8564 1.6748 -5.0579 0.201
H 0.0099 -5.3302 3.6305 0.195
H -2.8760 -4.3895 6.2583 0.198
N 1.5376 4.0400 -0.4036 -0.320
C -0.4694 -3.2097 3.5643 -0.258
O -2.7665 -3.2476 1.7625 -0.949
H -1.4704 -2.3664 5.9458 0.204
H 3.3352 5.6343 -1.6602 0.237
N -1.5807 -2.3348 3.8813 -0.675
H 1.6117 0.0545 -2.4090 0.187
S -2.6400 -2.0851 2.6010 2.316
H -3.0848 -2.0312 5.2496 0.242
S 1.8029 4.4542 -3.0642 0.257
N 0.6409 2.4404 -1.6264 -0.363
C -0.2969 1.1058 0.3421 0.020
C -2.5290 -4.1284 5.2572 -0.089
C -2.1858 -2.6402 5.1639 -0.261
C 1.3973 0.7414 -3.2377 0.090
C -1.2314 -1.1116 0.4448 -0.179
H -1.6065 -4.9374 2.9622 0.192
H 0.1263 2.4477 -3.6087 0.224
C 0.4376 2.1890 -0.2857 0.265
C 2.7897 1.5375 -4.8834 -0.069
C 2.4981 5.9321 -2.2824 -0.717
H 1.9618 0.3073 -6.4935 0.219
H 0.3549 -2.9615 4.2409 0.209
O -3.8347 -1.5061 3.1397 -0.936
H -0.1098 -0.3866 -1.2067 0.209
H -3.3126 -4.3597 4.5200 0.173
C -0.8624 -4.6819 3.7291 -0.095
```

As for the HOMO-LUMO gap: 8.3338 eV. As for the energy above the lowest of the compared OMol25 structures with the same formula, charge and spin: 29.5 kcal/mol. The molar mass comes out at 424.55 g mol⁻¹.


4.
DFT (ωB97M-V/def2-TZVPD) results for a single C18H24N4O5S molecule.

XYZ file:
```
52
Properties=species:S:1:pos:R:3:nbo_charge:R:1
H -0.0194 -1.1619 1.1164 0.255
C -0.2507 -2.9627 -0.0473 -0.060
O -5.6938 0.7962 1.5765 -0.594
H 5.7115 -0.7971 1.1097 0.201
H 2.9080 0.6665 -2.1098 0.264
O -1.5518 -3.2245 0.4033 -0.527
H 5.2202 -1.0929 -1.2081 0.213
S 2.1024 -0.7574 2.2822 -0.266
C 0.1579 -1.4848 0.0880 -0.275
H -7.1289 -0.6910 -0.0098 0.194
H 3.6244 -1.6018 -1.7358 0.207
H -2.6391 -1.5827 -0.2824 0.171
C -2.9259 1.2458 -0.7216 -0.096
H 5.9158 1.1902 -0.1770 0.198
N 1.5509 -1.2844 -0.2184 -0.608
C -6.9398 0.1721 -0.6515 -0.258
H -0.1359 -3.2827 -1.0972 0.147
H -7.5327 1.0140 -0.2878 0.194
C 5.0070 1.1659 0.4273 -0.250
C 3.8673 0.5835 -1.6028 -0.256
H -2.4474 -2.9269 -1.4426 0.161
H -3.5060 -3.1117 -0.0205 0.196
H -7.1920 -0.0556 -1.6840 0.194
C 4.1539 -0.8655 -1.1305 -0.241
C -5.0420 0.8042 0.5611 0.777
N 3.8122 -0.9705 0.2740 -0.436
C -2.5794 -2.6717 -0.3840 -0.254
H -3.4646 1.0998 -1.6446 0.224
H -3.4459 1.2548 2.6159 0.241
C -1.5623 1.6311 1.6658 -0.266
C 2.7934 2.0111 0.1426 0.603
C 1.4040 1.8327 -0.4890 0.605
C -1.5783 1.5429 -0.7469 -0.310
O 2.8722 2.6305 1.1921 -0.616
N 3.8718 1.4391 -0.4363 -0.408
C -2.9078 1.3390 1.6845 -0.133
C -0.8835 1.7260 0.4492 0.257
O 1.1816 1.5642 -1.6566 -0.617
H 0.4005 -3.5735 0.5838 0.198
H -1.0557 1.6310 -1.6852 0.253
O -5.5595 0.5002 -0.6424 -0.512
C 4.7785 -0.2297 1.0679 -0.245
H 4.6527 0.9246 -2.2852 0.203
H 5.0572 1.9383 1.1934 0.256
H 0.8828 2.2054 1.3947 0.446
H 4.3756 -0.1294 2.0764 0.266
C -3.6014 1.1345 0.4916 -0.212
H 1.8073 -1.4603 -1.1759 0.393
N 0.4832 1.9744 0.4854 -0.603
H -0.4353 -0.8664 -0.5924 0.204
C 2.5060 -1.0069 0.6953 0.301
H -1.0196 1.7736 2.5884 0.223
```

As for the HOMO-LUMO gap: 8.2481 eV. As for the energy above the lowest of the compared OMol25 structures with the same formula, charge and spin: 6.5 kcal/mol. The molar mass comes out at 408.48 g mol⁻¹.